a.
Computed, not measured: 2 unconnected molecules or ions with the total composition C4H11NO2, with ωB97M-V with the def2-TZVPD basis set.

Positions of all 18 atoms, in Å:
N (0.705, 1.518, -0.309)
C (0.268, 1.151, 0.950)
C (-0.638, -0.052, 1.042)
C (0.314, -1.299, 0.952)
C (-1.886, -0.022, 0.171)
O (0.590, 1.857, 1.891)
H (0.532, 0.773, -1.006)
H (1.487, 2.150, -0.312)
H (-0.906, -0.027, 2.095)
H (1.331, -1.034, 1.215)
H (0.328, -1.936, 0.069)
H (-0.013, -1.932, 1.787)
H (-2.584, -0.829, 0.401)
H (-2.416, 0.876, 0.508)
H (-1.748, -0.127, -0.908)
H (2.214, -0.286, -2.375)
H (0.896, -0.735, -3.179)
O (1.525, -0.046, -2.993)

Computed properties:
- SMILES string: CC(C)C(N)=O.O
- E_HOMO: -9.5 eV
- Gap between HOMO and LUMO: 9.989 eV
- Spin multiplicity: 1

Here are the Löwdin charges for atoms 1 to 6, given in e: 0.162, -0.550, -0.340, -0.052, -0.060, 0.044

***

b.
Computed, not measured: 2 unconnected molecules or ions with the total composition C4H11NO2, with ωB97M-V with the def2-TZVPD basis set.

Positions of all 18 atoms, in Å:
O (-2.542, 0.276, 0.413)
C (-2.088, -0.631, -0.392)
C (-0.447, -0.602, -0.425)
C (0.126, -0.291, 0.999)
C (1.644, -0.495, 0.947)
N (0.083, 0.271, -1.373)
H (-2.487, -0.581, -1.408)
H (-0.043, -1.613, -0.630)
H (-0.448, -0.801, 1.768)
H (-0.080, 0.772, 1.162)
H (1.940, 0.306, 0.279)
H (2.191, -0.333, 1.874)
H (1.901, -1.489, 0.585)
H (0.172, 1.303, -1.024)
H (0.825, 0.017, -2.012)
H (-2.244, -1.679, -0.039)
H (0.562, 3.227, -0.449)
O (0.935, 2.344, -0.275)

Computed properties:
- E_HOMO: -8.8 eV
- Gap between HOMO and LUMO: 4.926 eV
- Spin multiplicity: 1

Here are the Löwdin charges for atoms 1 to 6, given in e: 0.007, -0.279, -0.299, -0.193, -0.081, 0.198

***

Stability check: which of them is least stable? b.

***

a.
Computed, not measured: a single C12H14N2O molecule, with ωB97M-V with the def2-TZVPD basis set.

Positions of all 29 atoms, in Å:
C (-2.866, 0.647, 1.823)
C (-3.128, -0.669, 1.953)
C (-1.667, 1.070, 1.369)
C (-2.147, -1.637, 1.653)
C (-0.738, 0.082, 1.026)
C (2.214, 1.473, -1.402)
C (2.550, 0.350, -0.814)
C (-0.073, 0.649, -1.910)
C (0.528, -0.662, -1.487)
C (0.770, 1.834, -1.286)
C (1.397, -0.451, -0.240)
C (1.835, -1.649, 0.512)
N (-0.971, -1.229, 1.146)
N (0.525, 0.456, 0.614)
O (0.488, 1.791, 0.069)
H (-3.767, 1.350, 1.969)
H (-4.168, -0.944, 2.322)
H (-1.446, 2.077, 1.142)
H (-2.127, -2.642, 1.775)
H (3.052, 2.060, -2.008)
H (3.623, -0.064, -0.757)
H (-0.109, 0.847, -2.912)
H (-1.101, 0.798, -1.627)
H (-0.329, -1.442, -1.353)
H (1.194, -1.078, -2.253)
H (0.560, 2.891, -1.673)
H (2.924, -1.891, 0.443)
H (1.214, -2.521, 0.330)
H (1.764, -1.497, 1.575)

Computed properties:
- SMILES string: C[C@@]12C=C[C@@H](CC1)ON2c1ccccn1
- E_HOMO: -7.9 eV
- Gap between HOMO and LUMO: 8.873 eV
- Spin multiplicity: 1

Here are the Löwdin charges for atoms 1 to 6, given in e: -0.120, -0.102, -0.007, -0.089, -0.289, -0.050

***

b.
Computed, not measured: a single C12H14N2O molecule, with ωB97M-V with the def2-TZVPD basis set.

Positions of all 29 atoms, in Å:
C (-4.046, 1.095, 0.261)
C (-2.739, 1.434, 0.412)
C (-4.382, -0.139, -0.240)
C (-2.205, -0.777, -0.239)
C (-1.753, 0.483, 0.187)
C (-0.332, 0.843, 0.149)
C (0.956, 0.124, -0.393)
C (1.950, -2.260, 0.319)
C (0.471, -2.437, 0.103)
C (1.162, -1.341, -0.639)
C (1.994, 1.210, -0.478)
C (3.375, 1.015, 0.163)
N (-3.464, -1.045, -0.513)
N (1.384, 2.443, 0.006)
O (-0.005, 2.149, 0.181)
H (-4.842, 1.798, 0.447)
H (-2.579, 2.437, 0.713)
H (-5.509, -0.369, -0.451)
H (-1.438, -1.450, -0.401)
H (2.341, -1.975, 1.269)
H (2.763, -2.874, -0.061)
H (0.243, -3.303, -0.413)
H (-0.041, -2.033, 0.980)
H (1.577, -1.592, -1.704)
H (2.265, 1.229, -1.607)
H (3.991, 1.761, -0.146)
H (3.848, 0.065, -0.098)
H (3.394, 0.882, 1.187)
H (1.624, 2.625, 1.007)

Computed properties:
- SMILES string: C[C@@H]1NOC(c2cccnc2)=C1C1CC1
- E_HOMO (spin up / spin down): -7.3 / -7.3 eV
- Gap between HOMO and LUMO (spin up / spin down): 7.468 / 7.466 eV
- Spin multiplicity: 1

Here are the Löwdin charges for atoms 1 to 6, given in e: -0.083, -0.019, -0.161, -0.077, -0.120, -0.093

***

Stability check: which of them is least stable? b.